C5H13N3O | ωB97M-V with the def2-TZVPD basis set

Positions of all 22 atoms, in Å:
1 C 1.4297 -0.5603 1.2483
2 N 1.3092 0.4408 0.2670
3 N 2.0143 1.6531 0.5473
4 C 0.0088 0.7246 -0.4117
5 C -0.5962 1.8711 0.0757
6 H 2.9981 1.4012 0.6015
7 H 1.7520 2.0372 1.4536
8 H 0.1446 0.6986 -1.4908
9 H 0.1076 -0.9782 1.3762
10 H 1.7783 -1.5240 0.8729
11 H 1.9518 -0.2403 2.1464
12 H -0.6205 2.0703 1.1395
13 H -1.0680 2.6000 -0.5675
14 C -0.4645 -1.7789 -1.2893
15 C -1.0903 -0.8284 -0.2701
16 N -2.4058 -0.4511 -0.6409
17 O -1.0093 -1.2032 0.9922
18 H -2.4496 0.0238 -1.5341
19 H -2.8407 0.1078 0.0812
20 H 0.6078 -1.8688 -1.1226
21 H -0.6349 -1.4350 -2.3106
22 H -0.9225 -2.7604 -1.1643

Electronic energy, hartree: -437.614130
Kohn-Sham gap (alpha / beta), eV: 7.679 / 6.492
E_HOMO (alpha / beta), eV: -7.878 / -7.329
Spin multiplicity: 1

Electronic structure analysis, Mulliken charges in units of e:
1. C -0.924
2. N 0.271
3. N -0.734
4. C 0.109
5. C -0.896
6. H 0.281
7. H 0.251
8. H 0.193
9. H 0.401
10. H 0.288
11. H 0.407
12. H 0.286
13. H 0.279
14. C -1.220
15. C 0.682
16. N -0.600
17. O -0.640
18. H 0.237
19. H 0.322
20. H 0.304
21. H 0.346
22. H 0.361


C5H13N3O | ωB97M-V with the def2-TZVPD basis set

Positions of all 22 atoms, in Å:
1 H -0.2008 1.7582 0.6795
2 N -1.0312 1.2374 0.9534
3 C -1.0882 0.0739 0.3887
4 N -2.2618 -0.6563 0.5665
5 C 0.3232 -1.0909 0.5865
6 C 0.6694 -1.0386 2.0601
7 H -2.1374 -1.6082 0.8869
8 H -2.8981 -0.1684 1.1861
9 H 1.2393 -1.0115 0.0004
10 H -0.0898 -2.0635 0.2984
11 H 1.4831 -1.7328 2.2967
12 H 1.0131 -0.0374 2.3398
13 H -0.1962 -1.2657 2.6881
14 C 1.5708 1.3119 -1.4036
15 C 0.5916 0.2993 -1.9140
16 N -0.7990 0.5318 -1.5708
17 O 0.8599 -0.5833 -2.7040
18 H 1.2053 1.9050 -0.5662
19 H 2.4565 0.7855 -1.0464
20 H 1.8517 2.0055 -2.2031
21 H -1.4047 -0.1395 -2.0353
22 H -1.1569 1.4875 -1.4873

Electronic energy, hartree: -437.745453
Kohn-Sham gap, eV: 8.988
E_HOMO, eV: -8.167
Spin multiplicity: 1

Electronic structure analysis, Mulliken charges in units of e:
1. H 0.235
2. N -0.945
3. C 0.826
4. N -0.589
5. C -0.643
6. C -1.114
7. H 0.273
8. H 0.273
9. H 0.274
10. H 0.393
11. H 0.376
12. H 0.297
13. H 0.283
14. C -0.821
15. C 0.386
16. N -0.437
17. O -0.575
18. H 0.235
19. H 0.300
20. H 0.307
21. H 0.294
22. H 0.370


C5H13N3O | ωB97M-V with the def2-TZVPD basis set

Positions of all 22 atoms, in Å:
1 C -0.1260 1.7775 1.2565
2 C -0.4729 0.2934 1.0651
3 N -1.7803 0.3231 0.0512
4 O -0.5681 -0.4025 2.1329
5 H -2.2577 -0.5523 0.2557
6 H -2.3749 1.1175 0.2745
7 H 0.7840 1.8649 1.8487
8 H 0.0038 2.3366 0.3249
9 H -0.9462 2.2330 1.8157
10 C 1.9164 0.0675 -0.1125
11 C 0.4784 -0.4376 -0.0957
12 N 0.3787 -1.8760 0.1452
13 N -0.6865 -1.0511 -2.1413
14 C -0.2941 -0.0800 -1.3237
15 H 1.2718 -2.3340 0.0051
16 H 0.1105 -1.9572 1.1360
17 H -1.3222 -0.8534 -2.8985
18 H -0.7365 -1.9612 -1.6793
19 H -0.2269 0.9216 -1.7275
20 H 1.9883 1.1165 -0.4054
21 H 2.3375 -0.0364 0.8900
22 H 2.5231 -0.5099 -0.8178

Electronic energy, hartree: -437.764001
Kohn-Sham gap, eV: 8.367
E_HOMO, eV: -7.809
Spin multiplicity: 1

Electronic structure analysis, Mulliken charges in units of e:
1. C -1.641
2. C 1.075
3. N -0.630
4. O -0.881
5. H 0.276
6. H 0.257
7. H 0.313
8. H 0.364
9. H 0.435
10. C -1.762
11. C 1.352
12. N -0.838
13. N -0.340
14. C -0.621
15. H 0.212
16. H 0.310
17. H 0.246
18. H 0.300
19. H 0.364
20. H 0.353
21. H 0.346
22. H 0.509


C5H13N3O | ωB97M-V with the def2-TZVPD basis set

Positions of all 22 atoms, in Å:
1 C -2.0144 0.8838 -0.3794
2 N -3.0423 0.3624 -1.2786
3 C -0.8385 -0.0794 -0.4213
4 O -1.2512 -1.3029 0.1173
5 H -3.8598 0.9598 -1.2720
6 H -3.3263 -0.5608 -0.9697
7 H -0.5131 -0.1792 -1.4597
8 H -1.6963 1.8603 -0.7511
9 H -2.3381 0.9955 0.6633
10 C 1.4111 -1.7239 -0.5251
11 C 2.6748 -0.1222 0.8096
12 N 1.5526 -0.4456 -0.0485
13 C 0.4020 1.4590 1.0694
14 N 0.3521 0.3545 0.3638
15 H -0.4711 -1.9075 -0.0155
16 H 1.1275 -1.8277 -1.5669
17 H 2.8660 0.9555 0.7662
18 H 2.5104 -0.4067 1.8557
19 H 3.5423 -0.6488 0.4244
20 H 2.0497 -2.4793 -0.0879
21 H -0.2768 2.2736 0.8610
22 H 1.1394 1.5796 1.8450

Electronic energy, hartree: -437.639993
Kohn-Sham gap (alpha / beta), eV: 6.513 / 7.654
E_HOMO (alpha / beta), eV: -6.345 / -6.955
Spin multiplicity: 1

Electronic structure analysis, Mulliken charges in units of e:
1. C -0.916
2. N -0.665
3. C 0.258
4. O -0.574
5. H 0.237
6. H 0.233
7. H 0.295
8. H 0.395
9. H 0.429
10. C -1.041
11. C -1.188
12. N 0.099
13. C -0.575
14. N 0.167
15. H 0.365
16. H 0.334
17. H 0.386
18. H 0.362
19. H 0.427
20. H 0.388
21. H 0.193
22. H 0.391


C5H13N3S | ωB97M-V with the def2-TZVPD basis set

Positions of all 22 atoms, in Å:
1 C -0.7848 -1.5952 -0.2739
2 C 0.1870 2.3413 1.9910
3 C 2.5121 3.0001 1.2366
4 C -1.4226 -3.1513 -1.9652
5 C 1.3698 2.0799 1.1554
6 N -0.4352 -1.0799 -2.5015
7 N -1.5027 -1.7806 0.7717
8 N -0.8991 -1.8639 -1.5358
9 S 1.4392 0.7990 0.1275
10 H -0.4869 1.4904 2.0579
11 H 0.4809 2.6703 2.9898
12 H -0.3664 3.1792 1.5494
13 H 2.1818 4.0196 1.4422
14 H 3.1440 2.9753 0.3491
15 H 3.1404 2.7064 2.0872
16 H -1.4547 -3.8623 -1.1410
17 H -0.8011 -3.5710 -2.7586
18 H -2.4358 -3.0139 -2.3540
19 H -0.0475 -0.1761 -2.2683
20 H -0.2294 -1.4908 -3.4039
21 H -1.0710 -1.7634 1.6929
22 H -2.5181 -1.9132 0.7515

Charge: +2
Electronic energy, hartree: -759.980111
Kohn-Sham gap (alpha / beta), eV: 8.262 / 5.519
E_HOMO (alpha / beta), eV: -17.474 / -16.318
Spin multiplicity: 1

Electronic structure analysis, Mulliken charges in units of e:
1. C 0.197
2. C -1.066
3. C -1.200
4. C -0.921
5. C 0.887
6. N -0.565
7. N -0.231
8. N 0.499
9. S 0.004
10. H 0.351
11. H 0.357
12. H 0.358
13. H 0.361
14. H 0.459
15. H 0.357
16. H 0.365
17. H 0.359
18. H 0.372
19. H 0.214
20. H 0.266
21. H 0.293
22. H 0.284


C5H13N4O | ωB97M-V with the def2-TZVPD basis set

Positions of all 23 atoms, in Å:
1 C -2.5657 -0.3698 1.8400
2 C -1.5789 0.0029 0.7545
3 O -2.0688 0.5814 -0.3323
4 N -0.3328 -0.3326 0.8835
5 C 0.6061 -0.5619 -0.3030
6 N 0.3115 -1.8338 -0.7763
7 C 2.0825 -0.3598 0.2910
8 C 2.2556 0.6306 -0.8936
9 N 0.8479 0.5494 -1.1288
10 N 0.0237 1.7083 -1.3186
11 H -3.5654 -0.2128 1.7260
12 H -2.4967 -1.4965 1.8941
13 H -2.2185 0.0242 2.8287
14 H -1.4288 1.0382 -1.0532
15 H -0.1227 -0.6550 1.8214
16 H 0.7297 -1.9910 -1.6197
17 H -0.6906 -2.0721 -0.7144
18 H 2.7003 -1.1829 0.2493
19 H 2.0584 0.2807 1.1197
20 H 2.7311 1.6097 -0.5335
21 H 2.7517 0.2162 -1.8111
22 H -0.1061 2.0484 -2.2684
23 H 0.0763 2.3781 -0.6550

Charge: +1
Electronic energy, hartree: -492.250792
Kohn-Sham gap, eV: 10.184
E_HOMO, eV: -13.357
Spin multiplicity: 1

Electronic structure analysis, Mulliken charges in units of e:
1. C -1.254
2. C 0.888
3. O -0.500
4. N -0.214
5. C 0.396
6. N -0.477
7. C -0.934
8. C -0.523
9. N 0.248
10. N -0.709
11. H 0.388
12. H 0.338
13. H 0.350
14. H 0.487
15. H 0.267
16. H 0.209
17. H 0.236
18. H 0.420
19. H 0.329
20. H 0.285
21. H 0.273
22. H 0.271
23. H 0.226


C5H13N5 | ωB97M-V with the def2-TZVPD basis set

Positions of all 23 atoms, in Å:
1 C 1.1638 -1.7273 0.7598
2 C 0.7382 -0.5763 -0.1227
3 N 1.8803 -0.0478 -0.8416
4 C -0.5911 -0.6551 -0.7586
5 N -1.1501 -1.7114 -1.4909
6 C -1.1208 0.5315 -0.3707
7 N -2.1833 1.3058 -0.8561
8 C -0.0825 0.9783 0.5720
9 N 0.4146 2.3004 0.3875
10 N -0.2461 0.6545 1.9678
11 H 1.5812 -2.5524 0.1723
12 H 1.9460 -1.3978 1.4459
13 H 0.3189 -2.0847 1.3449
14 H 2.3411 -0.7865 -1.3674
15 H 1.5806 0.6632 -1.4999
16 H -0.5961 -2.5561 -1.4948
17 H -2.1182 -1.9091 -1.2691
18 H -2.8115 0.7847 -1.4535
19 H -2.6943 1.7943 -0.1322
20 H 0.3256 2.6337 -0.5639
21 H 1.3665 2.4001 0.7170
22 H 0.6554 0.5347 2.4162
23 H -0.7181 1.4231 2.4381

Electronic energy, hartree: -472.045586
Kohn-Sham gap, eV: 8.002
E_HOMO, eV: -7.131
Spin multiplicity: 1

Electronic structure analysis, Mulliken charges in units of e:
1. C -1.768
2. C 0.943
3. N -0.661
4. C -0.037
5. N -0.612
6. C -0.376
7. N -0.538
8. C 0.536
9. N -0.592
10. N -0.637
11. H 0.459
12. H 0.388
13. H 0.417
14. H 0.264
15. H 0.262
16. H 0.225
17. H 0.213
18. H 0.243
19. H 0.217
20. H 0.256
21. H 0.229
22. H 0.256
23. H 0.311


C5H13N5 | ωB97M-V with the def2-TZVPD basis set

Positions of all 23 atoms, in Å:
1 C -0.7192 2.7197 -2.0094
2 C 1.1399 -0.9766 1.6738
3 C 1.7886 -2.0785 0.9832
4 C -1.7818 -0.4193 -1.6907
5 C -0.4592 0.3661 -1.4951
6 N -0.7834 1.7586 -1.1901
7 N 0.4031 -0.2997 -0.6480
8 N -0.4657 0.7955 1.3709
9 N 1.2750 -0.7848 2.9552
10 N 0.3025 -0.1151 0.9773
11 H -1.0110 3.7242 -1.7232
12 H -0.3743 2.5664 -3.0302
13 H 2.6394 -2.4621 1.5440
14 H 1.0789 -2.9058 0.8598
15 H 2.0744 -1.7977 -0.0300
16 H -2.3747 -0.4184 -0.7810
17 H -1.5419 -1.4454 -1.9586
18 H -2.3478 0.0226 -2.5057
19 H 0.0917 0.3213 -2.4520
20 H -0.5347 0.9758 2.3713
21 H -1.0861 1.8822 -0.2096
22 H 1.8543 -1.4027 3.5184
23 H 0.8320 -0.0263 3.4697

Charge: +2
Electronic energy, hartree: -471.301549
Kohn-Sham gap (alpha / beta), eV: 9.151 / 7.670
E_HOMO (alpha / beta), eV: -18.478 / -17.221
Spin multiplicity: 1

Electronic structure analysis, Mulliken charges in units of e:
1. C -0.075
2. C 0.934
3. C -1.119
4. C -1.197
5. C 0.170
6. N 0.051
7. N -0.427
8. N -1.134
9. N -0.260
10. N 1.017
11. H 0.294
12. H 0.266
13. H 0.415
14. H 0.341
15. H 0.330
16. H 0.343
17. H 0.380
18. H 0.407
19. H 0.389
20. H 0.173
21. H 0.244
22. H 0.281
23. H 0.177


C5H13NO | ωB97M-V with the def2-TZVPD basis set

Positions of all 20 atoms, in Å:
1 C -0.1338 -0.5746 1.5136
2 C -1.0112 -0.5532 0.2383
3 C -0.8644 -1.7666 -0.6284
4 N -1.8948 -2.0412 -1.4885
5 O 0.1636 -2.4096 -0.6868
6 H 0.4598 0.3410 1.5073
7 H 0.4380 -1.4915 1.5257
8 H -0.7666 -0.4757 2.3973
9 H -2.0333 -0.2382 0.4404
10 H -0.6974 0.2906 -0.3796
11 H -1.6317 -2.4597 -2.3630
12 H -2.8170 -1.6634 -1.3470
13 C 1.2094 3.3766 0.8493
14 C 2.2783 2.8994 -0.1257
15 H 1.2395 4.4519 0.9962
16 H 0.2149 3.1815 0.4289
17 H 1.3294 2.8346 1.7894
18 H 3.2816 2.9857 0.3068
19 H 2.3697 3.5342 -1.0017
20 H 2.2117 1.8334 -0.3518

Electronic energy, hartree: -328.304079
Kohn-Sham gap, eV: 10.758
E_HOMO, eV: -9.919
Spin multiplicity: 1

Electronic structure analysis, Mulliken charges in units of e:
1. C -0.785
2. C -0.284
3. C 0.415
4. N -0.403
5. O -0.590
6. H 0.038
7. H 0.338
8. H 0.293
9. H 0.332
10. H 0.213
11. H 0.225
12. H 0.200
13. C -0.759
14. C -0.850
15. H 0.343
16. H 0.211
17. H 0.227
18. H 0.279
19. H 0.308
20. H 0.252


C5H13NO | ωB97M-V with the def2-TZVPD basis set

Positions of all 20 atoms, in Å:
1 C 1.6898 -0.3084 -0.6842
2 C 1.1940 0.7459 0.0276
3 N 1.0359 2.0346 -0.5291
4 O 2.2721 2.6064 -0.9937
5 H 2.0950 -0.1405 -1.6750
6 H 2.1275 -1.1474 -0.1692
7 H 1.1304 0.6923 1.1074
8 H 0.6921 2.6978 0.1556
9 H 2.2255 2.5243 -1.9547
10 C -1.0379 -1.5001 -0.6504
11 C -1.5006 -0.3875 0.2068
12 C -1.5901 -0.7035 1.6931
13 H 0.1590 -1.3521 -0.7119
14 H -1.3325 -1.4028 -1.6908
15 H -1.3134 -2.4937 -0.3026
16 H -2.4146 0.0784 -0.1648
17 H -0.6106 0.4069 0.1182
18 H -0.6440 -1.1077 2.0537
19 H -1.8062 0.1942 2.2715
20 H -2.3714 -1.4371 1.8926

Electronic energy, hartree: -328.160657
Kohn-Sham gap, eV: 9.635
E_HOMO, eV: -8.689
Spin multiplicity: 1

Electronic structure analysis, Mulliken charges in units of e:
1. C -1.012
2. C 0.107
3. N -0.318
4. O -0.432
5. H 0.222
6. H 0.321
7. H 0.409
8. H 0.264
9. H 0.324
10. C -0.725
11. C 0.390
12. C -1.345
13. H -0.032
14. H 0.288
15. H 0.331
16. H 0.394
17. H -0.241
18. H 0.315
19. H 0.335
20. H 0.405


C5H13NO | ωB97M-V with the def2-TZVPD basis set

Positions of all 20 atoms, in Å:
1 C 1.8825 -0.4950 0.3882
2 C -1.5411 -0.8883 1.1968
3 C -1.3242 -0.8837 -0.2000
4 C -1.1015 -2.0371 -0.9472
5 C -1.1818 0.4825 -0.7863
6 N 1.5452 0.6700 1.2150
7 H 0.9059 -1.0276 0.2692
8 H 2.6948 -1.0766 0.7682
9 H -1.5595 -1.8975 1.7183
10 H -1.8366 -0.0244 1.7267
11 H -1.4159 -3.0808 -0.6906
12 H -0.8608 -1.9598 -1.9748
13 H -2.0297 0.7033 -1.4844
14 H -0.1636 0.6641 -1.1589
15 H -1.2083 1.2364 0.0307
16 H 2.1328 -0.2761 -0.6341
17 H 1.0406 1.4391 0.6176
18 H 2.4262 1.1015 1.5428
19 H 1.0425 3.3442 -0.7361
20 O 0.9515 2.3867 -0.8011

Electronic energy, hartree: -328.043483
Kohn-Sham gap, eV: 3.527
E_HOMO, eV: -7.010
Spin multiplicity: 1

Electronic structure analysis, Mulliken charges in units of e:
1. C -0.493
2. C -0.533
3. C 0.657
4. C -0.590
5. C -1.170
6. N -0.527
7. H -0.048
8. H 0.420
9. H 0.243
10. H 0.339
11. H 0.281
12. H 0.305
13. H 0.373
14. H 0.319
15. H 0.346
16. H 0.283
17. H 0.262
18. H 0.274
19. H 0.138
20. O -0.878


C5H13NO | ωB97M-V with the def2-TZVPD basis set

Positions of all 20 atoms, in Å:
1 C 1.1364 -1.7866 -1.4923
2 C 0.0017 -1.1103 -0.8322
3 N -1.3821 -1.7307 -1.0317
4 C 0.0542 0.4208 -0.8964
5 C 0.6167 1.1359 0.3017
6 C -0.4582 1.0836 1.4603
7 O 0.0881 1.8979 2.5213
8 H 1.1219 -1.7281 -2.5922
9 H 2.1129 -1.4004 -1.1885
10 H 1.1231 -2.8432 -1.1971
11 H 0.1333 -1.1451 0.2569
12 H -1.6877 -1.3551 -1.9309
13 H -1.9298 -1.3192 -0.2373
14 H -0.9826 0.8087 -0.9383
15 H 0.4617 0.7451 -1.8698
16 H 1.5240 0.6670 0.7176
17 H 0.5949 2.2145 0.0561
18 H -0.5189 0.0155 1.8071
19 H -1.4751 1.3101 1.0309
20 H 0.2029 2.6787 1.9553

Electronic energy, hartree: -328.250394
Kohn-Sham gap, eV: 10.494
E_HOMO, eV: -9.579
Spin multiplicity: 1

Electronic structure analysis, Mulliken charges in units of e:
1. C -1.391
2. C 0.511
3. N -0.694
4. C -0.888
5. C -0.582
6. C -0.468
7. O -0.474
8. H 0.354
9. H 0.337
10. H 0.341
11. H 0.068
12. H 0.272
13. H 0.323
14. H 0.301
15. H 0.367
16. H 0.197
17. H 0.505
18. H 0.285
19. H 0.274
20. H 0.364